Molecular formula: C3H8Si
Method: DFT, wB97M-V/def2-TZVPD

Results
**E**: -11114.188 eV
**Kohn-Sham gap**: 10.3 eV
**Energy above the lowest of the compared OMol25 structures with the same formula, charge and spin**: 64.5 kcal/mol
**HOMO level**: -0.3515 hartree

Positions of all 12 atoms, in Å:
Si 1.495514 -0.565557 -0.602331
C -0.935931 0.409213 1.480199
C -0.021842 -0.102996 0.259317
C -0.888500 -0.017878 -0.716337
H -1.486266 -0.538717 1.754815
H -0.356622 1.071364 2.091392
H 1.632012 0.685255 -1.177786
H -1.768148 1.064246 1.123849
H 1.850098 -1.309220 -1.966514
H -0.507255 -0.434002 -1.741608
H 2.836115 -0.626908 0.190529
H -1.849175 0.365200 -0.695526

Atoms 1-3, force components in eV/Å:
Si 3.878 -0.477 -0.067
C 0.488 -1.102 -1.019
C -4.027 0.769 2.012

Molecular formula: C3H8Si
Method: DFT, wB97M-V/def2-TZVPD

Results
**E**: -11114.158 eV
**Kohn-Sham gap**: 6.8 eV
**Energy above the lowest of the compared OMol25 structures with the same formula, charge and spin**: 65.2 kcal/mol
**HOMO level**: -0.2738 hartree

Positions of all 12 atoms, in Å:
Si -1.239507 0.112943 0.268753
C -2.996835 0.181380 -0.274626
C 2.728541 0.301553 -1.074272
C 2.514048 -0.121606 0.176619
H 1.995133 0.294467 -1.880542
H -3.475813 0.447130 0.701132
H 1.468814 -0.499431 0.490238
H -0.945593 0.279602 1.703085
H 3.323926 -0.200968 0.904491
H 3.818966 0.350116 -1.420093
H -3.504292 -0.717474 -0.576359
H -3.053266 0.851312 -1.132581

Atoms 1-3, force components in eV/Å:
Si 2.414 -0.553 -2.446
C -0.901 0.173 2.351
C 1.973 -1.210 -0.076

Molecular formula: C3H9BO
Method: DFT, wB97M-V/def2-TZVPD

Results
**E**: -5980.991 eV
**Kohn-Sham gap**: 11.6 eV
**Energy above the lowest of the compared OMol25 structures with the same formula, charge and spin**: 15.6 kcal/mol
**HOMO level**: -0.3919 hartree

Positions of all 14 atoms, in Å:
O -0.206911 1.332002 -0.773483
C -0.983254 -1.125298 0.702813
C 0.396226 -0.917638 0.046054
C 0.371479 0.064083 -1.108430
B 0.321993 2.057450 0.223858
H -1.693506 -0.372729 0.367929
H -1.372723 -2.113809 0.478711
H -0.250066 -0.353760 -1.900069
H 1.414099 1.812973 0.651473
H -0.329421 2.957856 0.657729
H 1.154894 -0.652376 0.779717
H 0.715194 -1.868124 -0.386787
H 1.371438 0.199955 -1.523052
H -0.909442 -1.020585 1.783535

Atoms 1-3, force components in eV/Å:
O -0.106 -0.310 0.288
C 0.337 0.247 0.091
C -0.247 -0.330 -0.085

Molecular formula: C3H9BO2PS
Method: DFT, wB97M-V/def2-TZVPD

Results
**E**: -28154.684 eV
**Kohn-Sham gap**: 7.6 eV
**Net charge**: -1
**HOMO level**: -0.1525 hartree

Positions of all 17 atoms, in Å:
S 2.238286 3.023936 -0.882621
P 2.077277 1.385831 0.215653
O -1.553313 -0.249578 0.926763
O 0.604484 -0.810385 0.070779
C -0.550029 0.672278 1.326080
C 0.408011 0.574289 0.123636
C -1.342108 -1.444125 -1.446535
B -0.829182 -1.302549 0.146687
H -2.001804 -2.308092 -1.602623
H -0.161530 0.306731 2.285950
H 2.514279 1.584816 1.549993
H -0.452363 -1.552919 -2.071660
H -0.971469 -2.393461 0.664743
H -1.026368 1.631965 1.555591
H -1.909888 -0.549517 -1.749309
H 2.986498 0.434169 -0.327426
H -0.030780 0.996609 -0.785697

Atoms 1-3, force components in eV/Å:
S -0.066 0.009 0.387
P 0.088 0.371 -1.087
O 0.484 0.456 -0.060

Molecular formula: C3H9BO4PtSi
Method: DFT, wB97M-V/def2-TZVPD

Results
**E**: -23222.606 eV
**Kohn-Sham gap**: 3.1 eV
**Net charge**: +2
**Energy above the lowest of the compared OMol25 structures with the same formula, charge and spin**: 6.8 kcal/mol
**HOMO level**: -0.6401 hartree

Positions of all 19 atoms, in Å:
Pt 2.360289 -3.806129 1.048165
Si 0.067889 0.176994 0.502232
O -2.937952 -0.237192 -1.288984
O 2.679186 -1.447257 0.497293
O 3.078792 -0.668984 -1.606056
O -3.398627 0.853696 0.796679
C 2.580900 -0.542590 -0.547685
C -1.130877 1.326395 -0.367360
C 1.801408 0.722630 -0.180874
B -2.623529 0.555305 -0.258217
H -2.957199 0.890071 1.656983
H 1.760098 1.369278 -1.046842
H -0.217138 -1.245297 0.211361
H -3.364375 -1.060210 -1.005569
H 2.306378 1.216558 0.650761
H -1.182423 2.289432 0.135565
H 2.084081 -2.256215 0.257564
H -0.896262 1.499601 -1.414658
H -0.010640 0.363913 1.959644

Atoms 1-3, force components in eV/Å:
Pt 0.402 -0.792 0.438
Si -0.704 -0.479 0.545
O 0.583 -0.219 0.284

Molecular formula: C3H9BS
Method: DFT, wB97M-V/def2-TZVPD

Results
**E**: -14765.508 eV
**Kohn-Sham gap**: 9.0 eV
**Energy above the lowest of the compared OMol25 structures with the same formula, charge and spin**: 77.7 kcal/mol
**HOMO level**: -0.3145 hartree

Positions of all 14 atoms, in Å:
S -2.784321 -0.506334 -1.171656
C -1.500114 -1.417667 -0.208906
C 2.395753 1.066523 -0.322760
C 0.021479 0.955912 1.399873
B 1.140757 0.955863 0.567479
H -1.940284 -2.350439 0.309925
H -3.074378 -1.563805 -2.059363
H -0.424750 0.120125 1.877020
H -0.456156 1.708727 1.858872
H 2.872102 2.033605 -0.359173
H 3.219180 0.296796 0.023986
H -0.878699 -0.787682 0.457108
H -0.769675 -1.528029 -0.940075
H 2.179105 1.016405 -1.432331

Atoms 1-3, force components in eV/Å:
S -0.215 -1.044 -0.206
C -1.233 -0.340 1.277
C 0.790 -1.617 -0.921

Molecular formula: C3H9BeBrO4P
Method: DFT, wB97M-V/def2-TZVPD

Results
**E**: -91166.650 eV
**Kohn-Sham gap**: 1.7 eV
**Net charge**: +1
**HOMO level**: -0.4552 hartree

Positions of all 19 atoms, in Å:
Br 7.236415 -0.476161 4.076822
P -0.456470 0.487969 -0.264349
O -2.017255 0.877743 -0.279787
O -0.270130 -0.236508 -1.712672
O 0.216253 1.918574 -0.521049
O -0.126806 -0.326746 0.922067
C 1.535421 2.270530 -0.159432
C -0.577118 -1.635271 -1.859169
C -2.947923 0.066473 0.346140
Be 3.186723 -3.844658 4.052078
H -3.629968 -0.203573 -0.460090
H -0.995245 -2.084385 -0.958294
H 2.020384 1.685360 0.621903
H -2.583584 -0.849049 0.812169
H -1.231142 -1.539638 -2.725888
H 2.253720 2.107993 -0.963008
H -3.478236 0.658356 1.092159
H 0.300713 -2.181222 -2.204794
H 1.564247 3.304213 0.185195

Atoms 1-3, force components in eV/Å:
Br -0.242 -0.200 -0.001
P -1.012 0.056 -1.102
O 2.668 0.949 -0.358

Molecular formula: C3H9BrSSi
Method: DFT, wB97M-V/def2-TZVPD

Results
**E**: -92012.361 eV
**Kohn-Sham gap**: 8.7 eV
**Energy above the lowest of the compared OMol25 structures with the same formula, charge and spin**: 53.3 kcal/mol
**HOMO level**: -0.3096 hartree

Positions of all 15 atoms, in Å:
Br -3.596238 0.400775 -0.097342
S -2.423820 -1.428276 0.052093
Si -0.119603 -0.142176 -0.025491
C 1.277644 -1.456421 0.075008
C 0.083323 0.987969 1.617124
C -0.125952 0.587372 -1.827012
H -0.935175 1.408817 -1.923569
H -0.425220 -0.185650 -2.495529
H 1.177885 -2.484951 -0.128679
H 2.145330 -1.084047 -0.472037
H 1.151544 1.367731 1.687617
H 0.917485 1.059655 -1.916135
H -0.202297 0.438665 2.566039
H -0.484290 1.981725 1.739621
H 1.559378 -1.451189 1.148287

Atoms 1-3, force components in eV/Å:
Br -0.262 0.357 -0.031
S 2.514 0.992 0.078
Si -1.264 -0.897 0.189

Molecular formula: C3H9ClN3O2S
Method: DFT, wB97M-V/def2-TZVPD

Results
**E**: -35167.166 eV
**Kohn-Sham gap (spin up / spin down)**: 9.7 / 5.8 eV
**Net charge**: +1
**Energy above the lowest of the compared OMol25 structures with the same formula, charge and spin**: 107.8 kcal/mol
**HOMO level (spin up / spin down)**: -0.5359 / -0.4377 hartree

Positions of all 19 atoms, in Å:
Cl -3.617499 0.971447 1.018709
S -2.291329 0.686909 -0.497033
O -1.931833 -0.697004 -0.600768
O -2.764140 1.497748 -1.573996
N -0.256136 0.612244 1.097776
N 1.016147 0.007311 -1.650376
N 0.866432 -1.157639 -0.845346
C 1.144071 0.366265 1.238314
C 1.421659 -0.985637 0.573223
C -0.744898 1.413734 0.136829
H 2.435614 -1.027259 0.411525
H -0.754204 -0.168972 1.459306
H 0.446113 0.086707 -2.466794
H -0.165671 -1.442141 -0.677214
H -0.262139 2.148297 -0.575313
H 1.280843 -1.945701 -1.418190
H 1.812402 1.063615 0.917485
H 0.802167 -1.735363 1.238840
H 1.562401 0.305440 2.213023

Atoms 1-3, force components in eV/Å:
Cl 0.497 -0.421 -0.292
S 0.415 2.223 -0.165
O -0.870 -0.560 -0.039

Molecular formula: C3H9ClNP
Method: DFT, wB97M-V/def2-TZVPD

Results
**E**: -26557.335 eV
**Kohn-Sham gap**: 8.3 eV
**Energy above the lowest of the compared OMol25 structures with the same formula, charge and spin**: 54.4 kcal/mol
**HOMO level**: -0.3240 hartree

Positions of all 15 atoms, in Å:
Cl 1.390747 -0.241613 2.396866
P -0.794579 -0.869960 0.869591
N -0.367148 0.452870 0.034717
C 0.540125 0.471583 -1.005960
C 0.093970 -2.156167 -0.190614
C -0.913955 1.703933 0.635198
H -0.242580 1.915704 1.415616
H -0.088849 0.364157 -1.853609
H 1.356852 -0.284560 -0.986842
H -1.912900 1.574888 0.997563
H -0.815579 2.486981 -0.093043
H 1.139683 -1.906037 -0.079724
H 1.062836 1.538939 -1.052449
H -0.300550 -1.921237 -1.239737
H -0.148071 -3.129482 0.152426

Atoms 1-3, force components in eV/Å:
Cl -1.087 -0.669 -0.562
P 2.151 -0.479 0.453
N -2.936 -0.403 2.527

Molecular formula: C3H9CrO3
Method: DFT, wB97M-V/def2-TZVPD

Results
**E**: -37812.484 eV
**2S+1**: 5
**Kohn-Sham gap (spin up / spin down)**: 8.7 / 9.2 eV
**Net charge**: +1
**Energy above the lowest of the compared OMol25 structures with the same formula, charge and spin**: 28.8 kcal/mol
**HOMO level (spin up / spin down)**: -0.4977 / -0.5206 hartree

Positions of all 16 atoms, in Å:
Cr 0.204609 -0.936364 -0.749883
O -1.134711 -2.517339 -1.357278
O 0.993410 0.510621 0.284919
O -1.209290 -1.028148 0.535804
C 2.099871 1.373128 0.046051
C 0.092158 0.931946 1.314100
C -1.024830 -0.065441 1.534790
H -0.322467 1.902913 1.002518
H -1.734498 -2.379795 -2.093870
H -1.962281 0.505151 1.647262
H -1.839860 -2.224582 -0.333351
H -0.803455 -0.606259 2.472000
H 1.749465 2.316747 -0.393746
H 2.765865 0.855619 -0.651818
H 0.686737 1.040545 2.233254
H 2.610690 1.574093 0.997020

Atoms 1-3, force components in eV/Å:
Cr -1.916 -1.870 -0.344
O -1.690 1.363 3.494
O 0.151 -0.459 -0.106

Molecular formula: C3H9EuO3
Method: DFT, wB97M-V/def2-TZVPD

Results
**E**: -28725.735 eV
**2S+1**: 9
**Kohn-Sham gap (spin up / spin down)**: 5.0 / 9.5 eV
**HOMO level (spin up / spin down)**: -0.1691 / -0.3407 hartree

Positions of all 16 atoms, in Å:
Eu -1.368654 -2.781543 -5.002723
O 0.515306 -0.954779 -3.364432
O -1.436083 -0.286596 -5.188418
O -0.240290 -3.930406 -3.349409
C -2.507202 0.277240 -5.932196
C 0.819086 0.003635 -4.351255
C -0.449250 0.673054 -4.818336
H -0.864011 1.287412 -4.003376
H -0.235770 1.310453 -5.690823
H -2.122526 0.717464 -6.864010
H 1.352234 -0.444940 -5.208310
H -3.018317 1.039539 -5.327207
H 0.681271 -1.949491 -3.638370
H -3.207760 -0.531479 -6.170226
H -0.541864 -3.774435 -2.448346
H 1.466692 0.795033 -3.941815

Atoms 1-3, force components in eV/Å:
Eu 0.194 -0.741 0.514
O 0.191 -2.412 -0.412
O 0.243 -0.123 -0.185